11
Properties=species:S:1:pos:R:3 method="wB97M-V/def2-TZVPD" homo_lumo_gap_ev="7.36 / 7.36" lumo_energy_ev="-0.78 / -0.78" e_homo_ev="-8.141 / -8.142" total_energy_ev=-37620.9501 fmax_ev_per_a=3.61 relative_energy_kcal_mol=80.1
C -0.29214 -1.16082 -0.24459
C 0.25115 0.81401 -1.30083
N -1.54987 -1.13722 0.10192
N 0.52988 0.04436 -0.31136
S 0.72288 -2.60386 -0.51877
S -2.57270 0.04749 0.53914
S 1.77193 0.18169 0.85038
H -0.46815 0.52926 -2.21656
H 0.78392 1.79887 -1.48353
H -2.10662 -2.08273 0.26214
H 1.89920 -1.98956 -0.13218


9
Properties=species:S:1:pos:R:3 method="wB97M-V/def2-TZVPD" homo_lumo_gap_ev=10.60 charge=+1 lumo_energy_ev=-5.54 e_homo_ev=-16.146 total_energy_ev=-6595.8675 fmax_ev_per_a=5.95 relative_energy_kcal_mol=129.1
H 0.47260 2.20623 -2.11482
N 0.26687 1.72800 -1.16252
C 0.22251 0.64007 -0.62067
N -0.26248 -0.59424 -0.55888
C -0.02600 -1.30850 0.61497
N 0.08689 0.13775 0.72895
H -1.00797 -1.84881 0.95470
H 0.90112 -1.65919 0.93886
H -0.65354 0.69870 1.21939


9
Properties=species:S:1:pos:R:3 method="wB97M-V/def2-TZVPD" homo_lumo_gap_ev=10.11 charge=+1 lumo_energy_ev=-6.23 smiles=N1[C@]23N[C@]12[NH2+]3 e_homo_ev=-16.335 total_energy_ev=-6595.9850 fmax_ev_per_a=2.49 relative_energy_kcal_mol=126.4
N 0.50129 1.17261 -0.00457
C 0.22693 -0.04560 0.83283
N 1.04143 -0.90015 0.03292
C 0.24423 0.07479 -0.74211
N -1.01672 -0.42229 0.02291
H 0.03310 2.05262 -0.15270
H 2.00829 -0.66493 -0.09231
H -1.23752 -1.48579 0.08057
H -1.80104 0.21874 0.02246


12
Properties=species:S:1:pos:R:3 method="wB97M-V/def2-TZVPD" homo_lumo_gap_ev="7.30 / 7.33" charge=+1 lumo_energy_ev="-7.46 / -7.13" e_homo_ev="-14.764 / -14.462" total_energy_ev=-21527.8088 fmax_ev_per_a=3.87 relative_energy_kcal_mol=60.0
C -2.23559 -0.09202 -0.04087
C 0.85868 0.02414 0.27512
N -0.29413 -0.25317 0.83869
N 1.57405 -1.07811 0.09431
N 1.16214 1.16859 -0.32387
O -1.80352 -1.15186 -0.39598
O -1.31710 0.66849 0.70740
S -3.73517 0.57003 -0.26527
H 1.08534 -1.98789 0.36454
H 2.24975 -1.28265 -0.57890
H 0.38720 1.86892 -0.41004
H 2.06835 1.54554 -0.26514


11
Properties=species:S:1:pos:R:3 method="wB97M-V/def2-TZVPD" homo_lumo_gap_ev=7.02 charge=-1 lumo_energy_ev=3.85 e_homo_ev=-3.170 total_energy_ev=-19488.4313 fmax_ev_per_a=2.80 relative_energy_kcal_mol=46.5
C 0.63584 -0.46177 0.18382
C 1.92008 -0.59686 0.90153
N 1.98342 1.64351 1.00351
N 0.22205 0.72779 -0.05939
N 2.33089 0.55513 1.20214
O -0.88357 1.05338 -0.58338
S -3.05276 -0.70868 -1.30603
H 0.14517 -1.41761 -0.03651
H 2.29409 -1.45766 1.35685
H -3.75602 0.55512 -1.42309
H -1.83919 0.10765 -1.23945


11
Properties=species:S:1:pos:R:3 method="wB97M-V/def2-TZVPD" homo_lumo_gap_ev=8.88 charge=+1 lumo_energy_ev=-5.13 smiles="CC#[N+]SNN=O" e_homo_ev=-14.006 total_energy_ev=-19479.3716 fmax_ev_per_a=7.88 relative_energy_kcal_mol=111.1
C 0.36256 -0.98232 -1.67909
C -0.63579 -0.61263 -0.81641
N -1.34359 -0.47060 0.15474
S -1.84732 0.29266 1.46500
N -0.43684 1.15778 1.70288
N 0.62018 0.99797 0.83008
O 1.60464 1.54962 1.15950
H 0.58908 -1.99466 -1.39755
H 1.14126 -0.40396 -1.25096
H 0.14560 -0.94021 -2.75266
H -0.19977 1.40636 2.58446